{
  "formula": "C50H36F6IrNO5P2S3",
  "method": "ωB97M-V with the def2-TZVPD basis set",
  "symbols": ["Ir", "O", "S", "C", "C", "C", "C", "C", "C", "C", "C", "C", "C", "P", "C", "C", "C", "C", "C", "C", "C", "C", "C", "C", "C", "C", "C", "C", "C", "C", "C", "C", "C", "C", "C", "C", "C", "C", "P", "C", "C", "C", "C", "C", "C", "C", "C", "C", "C", "C", "C", "C", "C", "H", "H", "H", "H", "H", "H", "H", "H", "H", "H", "H", "H", "H", "H", "H", "H", "H", "H", "H", "H", "H", "H", "H", "H", "H", "H", "H", "H", "H", "H", "H", "H", "H", "H", "H", "H", "F", "C", "F", "F", "S", "O", "O", "N", "S", "O", "O", "C", "F", "F", "F"],
  "positions_angstrom": [[-0.773, 1.028, -1.293], [-2.361, 0.753, 1.825], [-1.020, 0.562, 1.316], [0.049, 1.713, 2.213], [-0.549, 2.388, 3.265], [0.144, 3.265, 4.099], [1.505, 3.418, 3.883], [2.544, 4.186, 4.613], [3.851, 3.944, 3.838], [3.476, 3.054, 2.712], [4.218, 2.500, 1.683], [3.552, 1.731, 0.734], [2.175, 1.470, 0.771], [1.518, 0.626, -0.712], [2.444, -0.945, -0.619], [2.997, -1.592, -1.722], [3.666, -2.793, -1.551], [3.791, -3.353, -0.288], [3.259, -2.701, 0.816], [2.578, -1.511, 0.653], [2.109, 1.599, -2.138], [2.652, 2.877, -2.007], [2.998, 3.592, -3.139], [2.778, 3.060, -4.404], [2.250, 1.782, -4.539], [1.886, 1.066, -3.416], [1.404, 1.941, 1.868], [2.100, 2.765, 2.783], [-0.465, -1.015, 2.075], [-0.115, -1.031, 3.413], [0.333, -2.187, 4.062], [0.432, -3.353, 3.330], [0.857, -4.728, 3.701], [0.683, -5.564, 2.418], [0.142, -4.621, 1.402], [-0.269, -4.792, 0.093], [-0.827, -3.701, -0.578], [-0.925, -2.429, -0.017], [-2.045, -1.196, -0.767], [-1.709, -0.981, -2.549], [-0.559, -1.504, -3.176], [-0.429, -1.404, -4.550], [-1.403, -0.760, -5.307], [-2.518, -0.202, -4.691], [-2.681, -0.318, -3.324], [-3.602, -2.095, -0.531], [-4.044, -2.281, 0.783], [-5.119, -3.114, 1.027], [-5.751, -3.759, -0.029], [-5.329, -3.543, -1.336], [-4.255, -2.709, -1.600], [-0.457, -2.206, 1.308], [0.035, -3.342, 1.980], [-1.599, 2.203, 3.440], [-0.383, 3.783, 4.887], [2.617, 3.859, 5.655], [2.289, 5.248, 4.664], [4.629, 3.493, 4.463], [4.279, 4.880, 3.467], [5.279, 2.678, 1.600], [4.128, 1.323, -0.088], [2.942, -1.147, -2.704], [4.101, -3.286, -2.407], [4.309, -4.290, -0.164], [3.387, -3.116, 1.803], [2.162, -1.001, 1.511], [2.804, 3.319, -1.035], [3.431, 4.575, -3.035], [2.982, 3.655, -5.282], [2.108, 1.357, -5.520], [1.420, 0.096, -3.523], [-0.203, -0.120, 3.985], [0.585, -2.154, 5.110], [0.244, -5.116, 4.520], [1.886, -4.737, 4.068], [0.012, -6.411, 2.574], [1.627, -5.997, 2.077], [-0.210, -5.752, -0.397], [-1.228, -3.859, -1.569], [0.200, -2.000, -2.582], [0.428, -1.842, -5.040], [-1.294, -0.699, -6.378], [-3.260, 0.311, -5.284], [-3.552, 0.091, -2.836], [-3.556, -1.760, 1.594], [-5.465, -3.265, 2.038], [-6.573, -4.433, 0.163], [-5.831, -4.033, -2.158], [-3.921, -2.555, -2.617], [0.175, 4.054, -1.380], [-0.838, 4.817, -1.835], [-0.319, 5.686, -2.679], [-1.361, 5.452, -0.798], [-2.137, 3.710, -2.664], [-1.411, 2.457, -2.893], [-2.591, 4.354, -3.825], [-3.228, 3.539, -1.535], [-2.874, 2.569, -0.377], [-1.514, 2.783, 0.114], [-3.099, 1.176, -0.728], [-4.011, 3.038, 1.049], [-4.741, 2.009, 1.431], [-4.796, 4.022, 0.677], [-3.256, 3.440, 2.063]],
  "lowdin_spin": [1.013, 0.014, 0.016, 0.002, 0.001, 0.000, 0.001, 0.000, 0.000, 0.000, -0.001, -0.001, -0.005, -0.036, -0.007, -0.003, 0.000, -0.004, 0.000, -0.003, -0.007, -0.003, -0.002, -0.007, 0.000, -0.006, 0.000, 0.000, 0.003, 0.001, 0.000, -0.001, 0.000, 0.000, 0.000, -0.001, -0.003, -0.014, -0.069, 0.000, 0.017, -0.004, 0.010, 0.001, 0.005, -0.012, -0.007, -0.001, -0.013, -0.001, -0.008, -0.001, 0.000, 0.000, 0.000, 0.000, 0.000, 0.000, 0.000, 0.000, 0.000, 0.000, 0.000, 0.000, 0.000, 0.000, 0.000, 0.000, 0.000, 0.000, 0.000, 0.000, 0.000, 0.000, 0.000, 0.000, 0.000, 0.000, 0.000, 0.000, -0.001, 0.001, 0.000, 0.000, 0.000, 0.000, -0.001, 0.000, 0.000, 0.002, 0.001, 0.000, 0.000, 0.004, 0.041, 0.005, 0.001, 0.006, 0.080, -0.006, 0.001, 0.001, 0.000, 0.001],
  "fmax_ev_per_a": 5.141,
  "multiplicity": 2,
  "gap_ev": [4.2, 4.5],
  "s2": 0.84,
  "e_tot_ev": -134359.4275,
  "total_charge": 3,
  "e_homo_ha": [-0.5677, -0.5693]
}

=====

{
  "formula": "C14H19F9KO8",
  "method": "ωB97M-V with the def2-TZVPD basis set",
  "symbols": ["K", "O", "C", "C", "O", "H", "H", "H", "H", "C", "C", "O", "C", "O", "C", "F", "F", "F", "H", "H", "H", "H", "H", "C", "C", "O", "C", "O", "C", "F", "F", "F", "H", "H", "H", "H", "H", "C", "C", "O", "C", "O", "C", "F", "F", "F", "H", "H", "H", "H", "H"],
  "positions_angstrom": [[0.350, 0.334, 0.532], [0.964, -2.109, -0.454], [0.883, -3.205, -1.288], [1.992, -4.239, -1.200], [2.116, -4.896, -0.048], [0.803, -2.876, -2.372], [-0.073, -3.744, -1.074], [2.945, -3.707, -1.494], [1.768, -4.965, -2.038], [1.048, 3.147, 5.497], [0.407, 2.372, 4.384], [-0.993, 2.139, 4.717], [-1.766, 1.782, 3.717], [-1.432, 1.466, 2.623], [-3.263, 1.767, 4.114], [-3.675, 0.515, 4.319], [-3.496, 2.473, 5.239], [-3.976, 2.294, 3.137], [0.505, 4.069, 5.687], [2.069, 3.358, 5.174], [1.124, 2.559, 6.410], [0.866, 1.399, 4.211], [0.441, 2.928, 3.446], [3.468, -1.310, -3.631], [2.758, -0.463, -2.587], [3.289, 0.909, -2.700], [3.240, 1.652, -1.660], [2.801, 1.375, -0.576], [3.731, 3.078, -1.964], [2.651, 3.869, -2.158], [4.414, 3.568, -0.933], [4.489, 3.157, -3.057], [4.462, -1.552, -3.241], [3.574, -0.807, -4.588], [2.912, -2.244, -3.685], [2.868, -0.898, -1.600], [1.698, -0.397, -2.827], [-2.565, -2.570, -2.510], [-3.092, -2.260, -1.134], [-3.855, -1.019, -1.138], [-3.279, 0.042, -0.653], [-2.176, 0.104, -0.193], [-4.229, 1.257, -0.673], [-4.961, 1.282, 0.453], [-3.536, 2.387, -0.731], [-5.073, 1.220, -1.711], [-2.157, -3.581, -2.499], [-1.741, -1.914, -2.787], [-3.348, -2.523, -3.271], [-2.243, -2.160, -0.455], [-3.707, -3.062, -0.733]],
  "mulliken_charge": [1.022, -0.600, -0.001, -0.390, -0.913, -0.040, -0.014, -0.052, 0.193, -1.236, -0.122, -0.266, 0.350, -0.466, 0.849, -0.245, -0.255, -0.238, 0.311, 0.377, 0.327, 0.282, 0.297, -1.344, -0.016, -0.243, 0.424, -0.604, 0.831, -0.258, -0.250, -0.235, 0.314, 0.394, 0.374, 0.423, 0.088, -1.069, -0.209, -0.294, 0.314, -0.413, 0.834, -0.266, -0.244, -0.249, 0.437, 0.148, 0.353, 0.287, 0.306],
  "fmax_ev_per_a": 1.450,
  "relative_energy_ev": 0.000,
  "gap_ev": 2.7,
  "e_tot_ev": -71988.0734,
  "total_charge": -1,
  "e_homo_ha": -0.0427
}

=====

{
  "formula": "C3H5NOS",
  "method": "ωB97M-V with the def2-TZVPD basis set",
  "symbols": ["O", "C", "C", "N", "C", "S", "H", "H", "H", "H", "H"],
  "positions_angstrom": [[-0.839, 0.030, -1.945], [-0.358, -0.612, -0.802], [-0.553, -0.155, 0.598], [0.676, -0.064, -0.080], [1.982, -0.146, 0.183], [3.105, -0.471, -1.028], [-0.179, -0.057, -2.589], [-0.187, -1.720, -1.088], [-1.104, 0.814, 0.813], [-0.378, -0.775, 1.461], [2.362, 0.262, 1.147]],
  "mulliken_charge": [-0.507, -0.014, -0.517, 0.015, -0.109, -0.318, 0.348, 0.287, 0.204, 0.317, 0.294],
  "fmax_ev_per_a": 4.416,
  "relative_energy_ev": 2.910,
  "gap_ev": 8.7,
  "e_tot_ev": -17562.3570,
  "total_charge": 0,
  "e_homo_ha": -0.3158
}

=====

{
  "formula": "C34H34ClN6NiSe",
  "method": "ωB97M-V with the def2-TZVPD basis set",
  "symbols": ["Ni", "C", "C", "C", "C", "C", "C", "C", "N", "N", "C", "C", "C", "C", "C", "C", "N", "C", "C", "C", "C", "C", "C", "N", "H", "H", "H", "H", "H", "H", "H", "H", "H", "H", "H", "H", "H", "H", "H", "H", "H", "H", "H", "H", "C", "N", "C", "Se", "N", "C", "C", "C", "C", "C", "C", "H", "H", "H", "H", "H", "H", "H", "H", "Cl", "C", "C", "C", "C", "C", "C", "C", "H", "H", "H", "H", "H", "H"],
  "positions_angstrom": [[-0.413, 0.650, -0.353], [-3.189, 1.235, 0.857], [-3.646, 1.010, -0.579], [-3.254, -0.352, -1.091], [-4.214, -1.327, -1.332], [-3.828, -2.554, -1.836], [-2.485, -2.772, -2.094], [-1.590, -1.761, -1.796], [-1.950, -0.579, -1.294], [-1.753, 1.586, 1.000], [-1.520, 3.024, 0.769], [-1.374, 3.354, -0.685], [-1.751, 4.578, -1.213], [-1.575, 4.797, -2.568], [-1.060, 3.777, -3.349], [-0.712, 2.584, -2.741], [-0.838, 2.381, -1.427], [-1.348, 1.262, 2.379], [0.135, 1.111, 2.487], [0.864, 1.601, 3.558], [2.213, 1.290, 3.647], [2.774, 0.486, 2.672], [1.980, 0.072, 1.616], [0.691, 0.394, 1.498], [-3.342, 0.310, 1.414], [-3.791, 2.017, 1.335], [-3.237, 1.772, -1.242], [-4.732, 1.105, -0.621], [-5.254, -1.111, -1.132], [-4.561, -3.323, -2.033], [-2.131, -3.706, -2.507], [-0.533, -1.895, -1.960], [-0.594, 3.301, 1.284], [-2.329, 3.616, 1.215], [-2.187, 5.333, -0.574], [-1.859, 5.743, -3.010], [-0.929, 3.893, -4.415], [-0.338, 1.757, -3.320], [-1.782, 0.287, 2.615], [-1.733, 1.994, 3.098], [0.374, 2.206, 4.308], [2.811, 1.667, 4.466], [3.811, 0.185, 2.709], [2.398, -0.538, 0.827], [0.425, -3.740, 0.438], [0.622, -3.126, 1.732], [-0.349, -2.580, 2.499], [-2.123, -2.327, 2.102], [0.239, -2.218, 3.666], [1.588, -2.526, 3.657], [2.597, -2.348, 4.588], [3.869, -2.754, 4.214], [4.119, -3.317, 2.959], [3.103, -3.505, 2.034], [1.833, -3.103, 2.413], [-0.630, -3.651, 0.187], [0.709, -4.792, 0.482], [1.031, -3.233, -0.314], [-0.290, -1.805, 4.415], [2.407, -1.912, 5.558], [4.686, -2.639, 4.913], [5.125, -3.619, 2.707], [3.297, -3.949, 1.068], [2.604, 2.678, -1.916], [2.161, 1.482, -3.114], [2.525, 1.731, -4.426], [2.219, 0.804, -5.410], [1.562, -0.371, -5.064], [1.209, -0.597, -3.746], [1.480, 0.328, -2.729], [1.133, 0.060, -1.313], [3.050, 2.645, -4.664], [2.507, 0.993, -6.434], [1.335, -1.111, -5.818], [0.709, -1.519, -3.487], [1.871, 0.574, -0.699], [1.156, -1.014, -1.082]],
  "mulliken_charge": [-0.275, -0.807, -1.297, 0.617, -1.059, -0.544, -1.047, -0.186, 0.751, 1.621, -1.310, 0.636, -1.207, -0.549, -1.103, -0.476, 0.772, -1.292, 0.771, -1.030, -0.698, -1.508, -0.064, 0.688, 0.475, 0.362, 0.283, 0.561, 0.495, 0.425, 0.503, 0.328, 0.504, 0.434, 0.514, 0.427, 0.478, 0.860, 0.159, 0.351, 0.550, 0.482, 0.530, 0.676, -1.001, 0.380, -0.598, -0.106, 0.239, 0.474, -0.829, -0.636, -0.718, -0.724, 0.676, 0.202, 0.376, 0.303, 0.319, 0.488, 0.423, 0.422, 0.475, -0.203, 1.220, -0.732, -0.479, -1.073, 0.263, -1.240, -0.839, 0.471, 0.421, 0.419, 0.452, 1.289, 0.070],
  "fmax_ev_per_a": 0.865,
  "gap_ev": [7.7, 7.7],
  "e_tot_ev": -163658.9927,
  "total_charge": 1,
  "e_homo_ha": [-0.3652, -0.3652]
}